No. 1
Computed, not measured: the ion C6H15N2 with charge +1 in a non-equilibrium geometry, with the ωB97M-V functional and the def2-TZVPD basis.

Each line ends with the Mulliken charge.
Atoms and positions in Å:
C: -0.68572 -1.38921 -0.17124  -0.383
H: -3.58789 -1.38290 0.09470  0.313
H: -0.12270 0.88055 1.48087  0.288
H: -1.98584 0.31894 -0.14456  0.322
H: -0.46949 2.08186 0.29634  0.424
H: 1.61789 2.98508 -0.45356  0.326
N: 1.32940 0.96442 0.05318  -0.095
H: 1.65388 0.05690 -0.10267  0.209
C: -0.10616 1.06130 0.41240  -0.672
H: 0.35743 -1.53617 0.14229  0.227
H: -0.70468 -1.95472 -1.10566  0.361
C: 2.03471 1.99901 -0.28667  0.272
C: -3.04362 -2.32466 0.22434  -1.147
N: 3.32022 1.91575 -0.57945  -0.308
H: -1.71555 -1.61194 1.79669  0.293
H: -3.62870 -2.95203 0.88984  0.369
C: -0.94505 0.11660 -0.40778  -0.565
H: -1.26006 -3.05753 0.95846  0.294
H: 3.85942 2.65597 -1.00196  0.251
H: -0.85671 0.28272 -1.48382  0.275
H: -2.97506 -2.79172 -0.75852  0.299
C: -1.65095 -2.04376 0.80149  -0.572
H: 3.80321 1.03475 -0.57146  0.220

Summary:
E_tot (eV): -9439.329
HOMO-LUMO gap (eV): 10.506
Charge: +1
E_HOMO (eV): -14.0554

---

No. 2
Computed, not measured: a structure of composition C19H26N2O4Pd, with the ωB97M-V functional and the def2-TZVPD basis.

Each line ends with the Mulliken spin population.
Atoms and positions in Å:
H: 4.97878 0.80765 0.16606  0.004
C: -1.76592 0.40020 1.75663  0.424
O: 3.07674 1.54849 0.64707  0.059
C: 1.26026 -1.96926 -3.18791  0.003
H: -0.64147 3.28539 -1.22625  0.002
H: -0.44398 2.20786 3.43913  -0.012
H: 0.72574 1.01995 4.05744  0.018
C: -0.31173 -1.15875 2.68277  0.130
O: -1.18475 0.85655 -5.55956  0.001
C: -0.31422 1.18003 3.77344  0.051
H: 0.85835 -2.82429 3.35005  -0.002
C: -0.72469 1.01005 -4.46235  0.001
H: 1.17528 1.95252 -2.87956  -0.002
H: -2.04743 2.52290 1.86880  0.006
H: 1.65576 -1.25353 3.49080  0.025
O: 2.75986 -0.67137 1.01455  0.353
C: 4.53206 1.46151 0.90946  0.051
H: -2.97546 1.72762 0.58167  0.004
H: 1.47944 -2.41659 -1.08588  0.000
C: 0.69707 -1.77314 3.57171  0.020
H: 4.68290 1.07524 1.91344  0.004
C: 2.42103 0.44326 0.74453  0.208
C: 0.97391 -1.82795 -1.84091  0.038
N: 0.07319 -0.93515 -1.40759  0.131
H: -1.29285 0.52519 -1.92246  0.005
C: -0.18668 -0.11987 -3.62978  -0.014
H: 4.89121 2.47848 0.81433  0.002
H: -2.58255 -1.76093 -0.74869  0.008
Pd: 0.22770 0.34018 0.31343  1.286
N: -0.67464 2.24135 -3.81497  0.000
C: -2.59620 1.62228 1.59692  -0.013
C: -0.90554 -3.20781 1.20345  0.006
C: -1.94983 -0.84612 1.07534  0.207
H: -3.78286 -1.74147 0.52662  0.027
H: -1.59443 -3.83040 1.78609  0.034
O: -0.15230 2.48739 -1.45473  0.011
C: -2.98530 -1.15200 0.06167  0.014
H: -0.91331 1.06053 4.68402  0.032
H: -3.46505 1.56394 2.26111  0.026
C: 0.69958 -1.08118 -4.09833  0.001
C: -0.53842 -0.15234 -2.29784  0.008
H: -1.17028 -3.33542 0.15473  0.005
H: -3.44258 -0.25601 -0.35212  -0.001
H: 0.96277 -1.11242 -5.14817  0.001
H: 1.95997 -2.72701 -3.51021  0.000
H: 0.37962 -1.68341 4.61450  0.019
H: 0.09774 -3.59516 1.37379  0.008
C: -0.76205 0.19458 2.76505  0.373
C: -1.03191 -1.79730 1.62625  0.428
C: 0.30418 2.60079 -2.82064  0.008
H: 0.62325 3.62551 -3.00097  0.002
H: -1.05999 2.98943 -4.37593  0.000

Summary:
2S+1: 5
E_tot (eV): -34756.374
HOMO-LUMO gap (spin up / spin down) (eV): 8.986 / 6.244
Charge: +2
E_HOMO (spin up / spin down) (eV): -14.7020 / -15.3836
<S²>: 6.014

---

No. 3
Computed, not measured: a structure of composition C39H61BaN2O3P3, with the ωB97M-V functional and the def2-TZVPD basis.

Each line ends with the Mulliken charge.
Atoms and positions in Å:
H: -5.06657 1.77700 0.81228  0.361
C: -2.93523 -4.80909 -0.75218  -0.326
H: 1.45104 -3.89018 3.36993  0.460
C: 1.27646 -2.83248 -2.96086  -0.399
P: 0.65987 -0.46425 -3.82966  0.376
H: 1.32996 2.17138 -3.41329  0.115
H: 2.19648 -0.65230 5.23165  0.471
C: -1.57371 2.64254 0.14436  -1.227
H: 1.69962 4.77447 -0.61644  0.383
C: -0.97465 4.99463 0.27493  -0.225
H: 2.98510 -1.80582 4.13634  0.289
H: 2.82387 3.53352 -0.04738  0.240
C: 0.24690 0.73315 3.52098  -1.344
C: -3.81291 2.02577 -0.94456  2.322
H: 0.62915 -2.52366 1.45581  -1.208
C: 1.24815 4.04767 2.07341  -1.491
C: -3.47262 -2.56805 -2.79283  -1.252
P: 1.68517 -0.19044 2.86293  1.390
H: -3.00468 2.27401 -2.94849  0.282
H: -5.83338 1.27468 -0.69924  0.407
H: -5.68141 -1.82807 -1.33569  0.453
H: 1.95534 -5.15209 0.64671  0.279
H: -2.25495 -6.81963 -0.40914  0.365
C: 4.73925 1.01466 -0.88872  -1.686
H: -3.81512 -5.12792 -1.30144  0.343
H: -0.23898 5.76410 0.48665  0.333
C: 4.96235 2.16698 1.99029  -0.565
P: 3.83668 0.10644 0.42438  1.590
H: 2.55106 1.69152 4.94561  0.216
H: -5.66444 2.99051 -0.32156  0.328
C: -5.17173 2.01768 -0.24661  -1.758
H: -3.26322 -1.45006 -0.99582  -0.877
H: -4.15090 4.67079 -0.78293  0.316
C: -0.65199 -3.99911 0.61428  0.880
C: -1.43608 -0.46606 -5.36337  -0.553
H: 0.46286 1.25260 4.45624  0.553
H: 2.26375 3.75765 2.35044  0.159
C: 1.87758 -4.06335 0.69196  -1.454
N: -1.25047 -1.66783 0.26320  0.326
C: -0.91867 -5.34870 0.40427  -0.002
C: 3.23186 1.81293 4.11078  -0.823
C: -2.16644 -0.86352 0.95819  -0.381
H: 1.44395 -3.84112 -3.32776  0.331
O: 2.06941 0.31265 -4.04288  -0.438
H: -4.07453 -1.80632 -3.29670  0.402
C: 3.96027 1.19835 1.89668  0.273
H: 4.28255 1.99348 -1.04021  0.426
C: 2.00888 1.74009 -4.15667  -0.549
C: -3.60405 -2.44618 -1.27250  2.135
H: -5.15685 -2.42831 0.24225  0.379
C: 3.06197 1.03678 2.96471  0.115
H: -0.54935 0.00488 3.69187  0.449
C: 5.09792 2.94752 3.12580  -0.771
C: -0.61489 3.65754 0.39723  0.805
C: -2.16158 0.49018 0.97545  -0.630
C: 0.59196 -3.61328 1.39101  2.893
H: 5.80418 1.14822 -0.68951  0.459
H: 4.68895 -1.75685 1.71346  0.288
H: 0.46225 -5.24341 2.82359  0.343
H: -0.14116 1.43775 2.78591  -0.010
H: 6.02931 -0.78677 1.06707  0.404
C: 5.04587 -1.20376 0.84382  -1.476
H: -2.91656 0.98010 1.58909  0.166
H: 5.65360 2.31305 1.16999  0.284
H: 0.57630 3.79521 2.89494  0.357
C: -2.05717 -5.76504 -0.26329  -1.776
H: -2.43044 -2.44171 -3.10064  0.100
H: 5.12964 -1.90156 0.00935  0.443
H: -1.51731 -1.53428 -5.56286  0.281
C: -1.55116 -3.02196 0.12965  -1.310
H: 1.66720 2.02366 -5.15059  0.285
H: 2.75671 -3.68623 1.22378  0.353
H: -2.92905 -1.36241 1.55608  0.301
C: -3.16760 4.38522 -0.42339  -0.370
C: -5.06133 -2.57569 -0.83471  -1.848
C: -2.69592 -3.45192 -0.58501  0.465
H: -5.46931 -3.56045 -1.07595  0.323
N: -1.22838 1.31010 0.31421  -0.084
H: -3.80529 -3.54739 -3.14617  0.301
H: -0.22604 -6.09357 0.78349  0.377
H: 4.33981 3.35899 5.09440  0.406
H: -2.00016 -0.21625 -4.46214  0.117
H: 1.57878 3.14336 -1.25717  0.100
H: -0.32044 -3.75717 3.35648  0.377
H: 3.01379 2.11772 -3.98654  0.273
H: 0.93943 2.27231 0.94576  -1.349
H: 1.25503 -1.94412 4.46986  0.431
C: 0.82229 3.35138 0.78094  3.137
H: -1.82676 0.09633 -6.20592  0.305
H: -4.59774 1.49640 -2.90003  0.418
C: -3.97595 2.27413 -2.44745  -1.501
H: 2.13805 -2.54142 -2.35178  0.228
C: -2.84545 3.03707 -0.34713  0.668
O: 1.15236 -1.98112 -4.11004  -0.504
H: -2.51877 6.42058 -0.17110  0.322
C: 2.07163 -1.23780 4.31923  -1.444
C: 4.23670 2.75988 4.19874  -0.932
C: -2.25201 5.37373 -0.10100  -1.858
H: -4.44982 3.23838 -2.64661  0.318
H: 1.23426 5.13341 1.95652  0.444
H: 5.87964 3.69455 3.17720  0.402
O: -0.05332 -0.09345 -5.22231  -0.359
H: -3.37921 1.03414 -0.82789  -0.817
C: 0.54356 -4.15406 2.82022  -1.762
H: 1.91767 -3.69612 -0.33785  0.064
C: 1.78878 3.71974 -0.34999  -1.298
H: 4.63289 0.44903 -1.81650  0.412
H: 0.36277 -2.83102 -2.35616  0.134
Ba: 0.56488 -0.19728 -0.41776  1.125

Summary:
E_tot (eV): -79117.991
HOMO-LUMO gap (eV): 5.296
Charge: 0
E_HOMO (eV): -5.1793

---

No. 4
Computed, not measured: the molecule C3H3N3O, with the ωB97M-V functional and the def2-TZVPD basis.

Each line ends with the Mulliken charge.
Atoms and positions in Å:
H: 1.02947 -0.07451 -1.62945  0.387
N: -1.72640 0.52464 -0.33729  -0.310
H: 1.86640 -1.29004 0.24937  0.349
C: 0.47347 0.95173 0.32660  -0.326
H: -1.20914 1.55793 1.39907  0.236
O: 0.01583 -1.71253 0.97791  -0.426
C: 0.77473 -1.13933 0.25336  0.006
N: -1.06022 -0.10955 -1.16089  -0.158
C: 0.34119 -0.01925 -0.78523  0.101
N: -0.80279 1.13361 0.57679  0.142

Summary:
E_tot (eV): -9673.339
HOMO-LUMO gap (eV): 9.556
Charge: 0
E_HOMO (eV): -9.8785

---

Number 4 is which compound?
C3H3N3O

---

The highest charge belongs to which entry?
C19H26N2O4Pd